{"formula": "C5H7NO", "method": "ωB97M-V with the def2-TZVPD basis set", "elements": ["C", "C", "O", "H", "H", "H", "H", "C", "N", "C", "C", "H", "H", "H"], "xyz": [[1.86, -0.30, -0.42], [0.83, 0.21, 0.56], [0.19, 1.37, 0.16], [1.21, 0.28, 1.58], [2.18, -1.31, -0.14], [1.44, -0.34, -1.43], [2.72, 0.36, -0.45], [-0.59, -0.62, 0.54], [-0.75, -1.65, -0.27], [-1.31, 0.87, 0.09], [-2.40, 1.34, -0.22], [-1.34, -1.40, -1.06], [-0.80, -0.72, 1.61], [-3.24, 1.90, -0.56]], "de_lowest_kcal_mol": 161.5, "orbital_gap_ha": [0.3003, 0.2773]}